Entry 1:
ORCA calculation (ωB97M-V/def2-TZVPD) on an isolated molecule of C5H6N2S in a non-equilibrium geometry.

Energy above the lowest of the compared OMol25 structures with the same formula, charge and spin = 76.1 kcal per mole
E_tot = -19094.7094 eV
HOMO (alpha / beta) = -7.46 / -7.46 eV
HOMO-LUMO gap (alpha / beta) = 7.35 / 7.35 eV
Largest force on an atom = 6.0 eV/Å

Element x y z (Å)
C (1.22966, 1.85753, 1.45093)
C (1.11477, 1.43250, 0.15864)
C (-0.20074, 0.14117, 1.56856)
C (-1.06035, -1.49024, -0.67391)
C (-0.15173, -0.52261, -0.80797)
N (0.43320, 1.09484, 2.27502)
N (0.19775, 0.40701, 0.13263)
S (0.45176, 1.31132, 3.86327)
H (1.84538, 2.54744, 1.88353)
H (1.53733, 1.65227, -0.77097)
H (-1.02861, -0.35663, 1.92889)
H (-1.18634, -2.34004, -1.35546)
H (-1.79706, -1.48937, 0.04907)
H (0.51284, -0.54805, -1.76727)

For reference, the Mulliken charges in units of e are: atom 1 (C): -0.6741, atom 2 (C): -0.1641, atom 3 (C): -0.3899, atom 4 (C): -0.9809, atom 5 (C): 0.4624, atom 6 (N): 0.0667, atom 7 (N): 0.1507, atom 8 (S): -0.3457, atom 9 (H): 0.4692, atom 10 (H): 0.4370, atom 11 (H): 0.2874, atom 12 (H): 0.2329, atom 13 (H): 0.2618, atom 14 (H): 0.1865

---

Entry 2:
ORCA calculation (ωB97M-V/def2-TZVPD) on a structure of composition C46H48AsAuN3 in a non-equilibrium geometry.

Energy above the lowest of the compared OMol25 structures with the same formula, charge and spin = 33.0 kcal per mole
Total charge = -1
E_tot = -117477.5838 eV
HOMO (alpha / beta) = 0.18 / -4.13 eV
Multiplicity = 3
<S²> = 2.0272
HOMO-LUMO gap (alpha / beta) = 2.06 / 6.06 eV
Largest force on an atom = 2.9 eV/Å

Element x y z (Å)
Au (1.29294, -0.51597, -0.42628)
N (0.44735, -2.78021, 1.91757)
N (0.82644, -2.88087, -1.59332)
C (2.93802, 1.18144, -0.64675)
C (3.87608, 0.15872, -0.28001)
C (3.56222, -0.27831, 1.03321)
C (4.13877, -1.44871, 1.73548)
H (4.67731, -2.11470, 1.04533)
H (3.35212, -2.05697, 2.21656)
H (4.84122, -1.14893, 2.52888)
C (2.44395, 0.46991, 1.50669)
C (1.87499, 0.28191, 2.85962)
H (2.37137, 0.92976, 3.60275)
H (1.96804, -0.76408, 3.19276)
H (0.79458, 0.49134, 2.89032)
C (2.07083, 1.41454, 0.48002)
C (1.13830, 2.56647, 0.53578)
H (0.21624, 2.32113, 1.08842)
H (0.81046, 2.85497, -0.47706)
H (1.59139, 3.45472, 1.00467)
C (4.79628, -0.54775, -1.19017)
H (5.79025, -0.69365, -0.74355)
H (4.91199, -0.02285, -2.14643)
H (4.40954, -1.55742, -1.42784)
C (2.83814, 1.93300, -1.92062)
H (1.78301, 2.02873, -2.22722)
H (3.33745, 1.40746, -2.74500)
H (3.25488, 2.95363, -1.85674)
C (-0.33698, -3.23798, 2.88990)
H (-0.35490, -2.64666, 3.81086)
C (-1.12067, -4.39138, 2.76306)
H (-1.81875, -4.65100, 3.55771)
C (-0.99991, -5.16861, 1.61480)
H (-1.56466, -6.09192, 1.49196)
C (-0.12077, -4.74210, 0.62355)
H (0.10228, -5.33090, -0.26153)
C (0.50752, -3.48615, 0.78732)
C (1.30745, -2.87989, -0.26959)
H (2.40042, -2.96374, -0.17153)
C (0.64749, -1.61199, -2.05127)
C (0.91140, -3.78310, -2.68156)
H (1.07063, -4.83267, -2.51571)
C (0.87869, -3.02833, -3.79339)
H (0.90714, -3.30842, -4.83469)
N (0.84079, -1.66780, -3.39979)
C (1.01234, -0.49831, -4.22634)
C (2.24771, -0.19839, -4.83213)
C (2.32181, 0.95328, -5.63370)
H (3.26775, 1.19322, -6.11268)
C (1.21499, 1.78136, -5.82573)
C (1.28079, 2.96486, -6.74465)
H (1.24568, 3.91242, -6.18905)
H (0.42821, 2.97018, -7.43686)
H (2.20301, 2.95613, -7.33421)
C (0.02986, 1.49107, -5.15500)
H (-0.84424, 2.12671, -5.27674)
C (-0.07796, 0.36750, -4.32791)
C (-1.34677, 0.06930, -3.60251)
H (-1.78584, -0.88860, -3.91524)
H (-2.06845, 0.85676, -3.83819)
H (-1.20393, 0.04582, -2.51334)
C (3.48897, -1.01587, -4.64033)
H (3.62124, -1.75198, -5.44615)
H (3.52683, -1.54485, -3.68047)
H (4.36653, -0.35209, -4.68200)
C (-4.94138, 3.68392, 0.98636)
C (-5.29234, 2.43387, 1.50513)
C (-4.36171, 1.38894, 1.47615)
C (-3.04899, 1.66064, 1.06031)
C (-2.74365, 2.86674, 0.39900)
C (-3.68260, 3.89994, 0.40989)
As (-1.50246, 0.61470, 1.72534)
C (-1.33837, 1.81551, 3.37512)
C (-0.23570, 2.64724, 3.65020)
C (-0.27339, 3.54342, 4.71834)
C (-1.39619, 3.62765, 5.53569)
C (-2.50525, 2.82143, 5.25677)
C (-2.47883, 1.94198, 4.16638)
C (-2.58371, -0.93250, 2.32997)
C (-2.76775, -1.16347, 3.69717)
C (-3.77712, -2.04424, 4.10319)
C (-4.47804, -2.78481, 3.14847)
C (-4.16800, -2.67822, 1.78794)
C (-3.20484, -1.75452, 1.37199)
H (-5.66269, 4.49705, 1.01276)
H (-6.28164, 2.25841, 1.93201)
H (-4.65246, 0.38532, 1.78768)
H (-1.78220, 2.99255, -0.10621)
H (-3.42417, 4.86779, -0.03130)
H (0.67362, 2.62270, 3.05592)
H (0.59286, 4.17525, 4.91091)
H (-1.41315, 4.31133, 6.38652)
H (-3.39306, 2.87760, 5.87902)
H (-3.37623, 1.37015, 3.93562)
H (-2.15422, -0.63550, 4.42845)
H (-3.99630, -2.14211, 5.16819)
H (-5.25490, -3.47492, 3.47227)
H (-4.67852, -3.30318, 1.04710)
H (-2.95647, -1.64384, 0.31368)

For reference, the Mulliken charges in units of e are: atom 1 (Au): 1.1100, atom 2 (N): 0.2492, atom 3 (N): 0.7400, atom 4 (C): 0.1714, atom 5 (C): 0.1815, atom 6 (C): 0.6729, atom 7 (C): -1.7353, atom 8 (H): 0.4196, atom 9 (H): 0.3868, atom 10 (H): 0.3617, atom 11 (C): 0.1121, atom 12 (C): -1.0167, atom 13 (H): 0.2980, atom 14 (H): 0.2665, atom 15 (H): -0.0210, atom 16 (C): 0.5209, atom 17 (C): -0.8018, atom 18 (H): 0.0573, atom 19 (H): 0.3514, atom 20 (H): 0.2322, atom 21 (C): -1.6413, atom 22 (H): 0.4131, atom 23 (H): 0.4292, atom 24 (H): 0.1124, atom 25 (C): -1.0429, atom 26 (H): 0.1360, atom 27 (H): 0.2540, atom 28 (H): 0.2220, atom 29 (C): -0.1201, atom 30 (H): 0.4149, atom 31 (C): -0.7137, atom 32 (H): 0.3828, atom 33 (C): -0.6346, atom 34 (H): 0.3888, atom 35 (C): -0.8340, atom 36 (H): 0.2765, atom 37 (C): 0.4344, atom 38 (C): -1.2507, atom 39 (H): 0.6988, atom 40 (C): -1.0520, atom 41 (C): -0.6250, atom 42 (H): 0.4915, atom 43 (C): -0.6428, atom 44 (H): 0.5086, atom 45 (N): 0.9615, atom 46 (C): -0.1069, atom 47 (C): 0.8688, atom 48 (C): -0.6933, atom 49 (H): 0.3071, atom 50 (C): 0.8831, atom 51 (C): -1.4930, atom 52 (H): 0.2940, atom 53 (H): 0.3604, atom 54 (H): 0.3703, atom 55 (C): -1.1880, atom 56 (H): 0.3673, atom 57 (C): 1.3709, atom 58 (C): -1.5427, atom 59 (H): 0.3130, atom 60 (H): 0.4522, atom 61 (H): 0.1979, atom 62 (C): -1.8683, atom 63 (H): 0.3896, atom 64 (H): 0.1211, atom 65 (H): 0.4788, atom 66 (C): -0.6323, atom 67 (C): -0.5092, atom 68 (C): -0.5801, atom 69 (C): 0.5926, atom 70 (C): -0.6159, atom 71 (C): -0.4444, atom 72 (As): 0.9837, atom 73 (C): 1.3258, atom 74 (C): -0.3827, atom 75 (C): -0.8137, atom 76 (C): -0.6717, atom 77 (C): -0.9617, atom 78 (C): -0.8440, atom 79 (C): 0.7042, atom 80 (C): -0.3960, atom 81 (C): -0.9667, atom 82 (C): -0.5374, atom 83 (C): -0.6154, atom 84 (C): -0.5768, atom 85 (H): 0.3102, atom 86 (H): 0.3695, atom 87 (H): 0.2229, atom 88 (H): 0.0997, atom 89 (H): 0.3564, atom 90 (H): 0.0186, atom 91 (H): 0.3966, atom 92 (H): 0.3041, atom 93 (H): 0.3787, atom 94 (H): 0.4294, atom 95 (H): 0.6672, atom 96 (H): 0.3366, atom 97 (H): 0.3357, atom 98 (H): 0.3546, atom 99 (H): 0.3550

---

Entry 3:
ORCA calculation (ωB97M-V/def2-TZVPD) on a structure of composition C28H40BrN4O3PPtS3 in a non-equilibrium geometry.

Energy above the lowest of the compared OMol25 structures with the same formula, charge and spin = 5.9 kcal per mole
E_tot = -156875.5109 eV
HOMO = -6.97 eV
HOMO-LUMO gap = 6.45 eV
Largest force on an atom = 1.6 eV/Å

Element x y z (Å)
Pt (-0.26660, 0.12460, 0.64830)
Br (2.01210, -0.12740, -0.89540)
C (2.29390, 1.77170, -0.63100)
C (3.52970, 2.25610, -0.95290)
C (3.80600, 3.61890, -0.78270)
C (2.82360, 4.45990, -0.34600)
C (1.53410, 3.97820, -0.04150)
C (0.51970, 4.85790, 0.38190)
C (-0.71490, 4.38380, 0.72010)
C (-0.96710, 3.00680, 0.69160)
C (-0.02250, 2.10270, 0.26860)
C (1.24830, 2.58240, -0.14120)
H (4.29220, 1.59570, -1.33290)
H (4.79790, 3.98170, -1.00720)
H (3.01620, 5.51690, -0.22590)
H (0.75280, 5.91110, 0.44740)
H (-1.49300, 5.06250, 1.04100)
H (-1.93220, 2.66240, 1.03530)
C (-3.99070, -1.80940, 3.01680)
C (-3.38170, -0.47790, 3.26470)
C (-4.07380, 0.63820, 3.66480)
C (-3.36230, 1.84310, 3.86720)
N (-2.05070, 1.89640, 3.71540)
C (-1.39350, 0.83440, 3.30650)
S (0.27710, 0.84900, 3.07150)
N (-2.04720, -0.36580, 3.07860)
C (-4.03420, 3.10820, 4.27660)
H (-5.01150, -1.84840, 3.38750)
H (-3.39970, -2.59040, 3.49240)
H (-3.99770, -1.99920, 1.94240)
H (-5.13800, 0.60080, 3.82410)
H (-1.50670, -1.12800, 2.66370)
H (-5.10820, 2.98250, 4.36940)
H (-3.82510, 3.89000, 3.55090)
H (-3.62610, 3.44090, 5.22820)
C (-7.62210, 0.30260, -0.34240)
C (-6.82850, -0.38650, 0.75790)
C (-7.19660, -1.86250, 0.87150)
O (-5.41990, -0.22700, 0.59140)
P (-4.59100, -0.29790, -0.79670)
S (-5.08890, -1.80210, -1.96750)
S (-2.69480, -0.36970, -0.08290)
O (-4.95950, 1.04130, -1.60570)
C (-4.57350, 2.39060, -1.34560)
C (-4.66610, 2.74130, 0.13360)
C (-3.18690, 2.64790, -1.91870)
H (-8.68600, 0.15520, -0.17450)
H (-7.35290, -0.11560, -1.31110)
H (-7.41280, 1.37020, -0.35700)
H (-7.02060, 0.10940, 1.72200)
H (-6.98800, -2.36440, -0.07070)
H (-8.25450, -1.96570, 1.10770)
H (-6.61320, -2.33730, 1.65770)
H (-5.31330, 2.97400, -1.91500)
H (-4.06100, 2.05110, 0.71950)
H (-5.69470, 2.67000, 0.48250)
H (-4.30970, 3.75670, 0.29080)
H (-2.45060, 2.01440, -1.42690)
H (-2.90930, 3.69070, -1.77360)
H (-3.18520, 2.42250, -2.98300)
C (-1.32640, -3.64400, -0.55120)
N (0.01860, -3.78540, -0.03770)
C (0.82510, -4.80660, -0.66980)
C (1.95470, -5.21290, 0.26130)
C (2.71810, -3.94870, 0.62000)
N (1.81140, -2.99260, 1.21370)
C (2.41280, -2.06260, 2.14000)
C (0.50900, -2.89940, 0.86000)
O (-0.24400, -2.06470, 1.40310)
H (-1.95620, -4.47700, -0.23060)
H (-1.30630, -3.62090, -1.64160)
H (-1.75990, -2.71440, -0.18970)
H (1.23680, -4.43890, -1.62050)
H (0.17420, -5.65750, -0.89710)
H (2.60550, -5.93960, -0.22180)
H (1.54240, -5.65680, 1.16910)
H (3.18690, -3.51870, -0.27410)
H (3.50230, -4.16100, 1.34950)
H (2.72140, -2.58370, 3.04990)
H (1.70100, -1.28290, 2.40820)
H (3.28610, -1.60150, 1.67740)

For reference, the Mulliken charges in units of e are: atom 1 (Pt): 1.0670, atom 2 (Br): -0.2359, atom 3 (C): 0.7799, atom 4 (C): -0.7280, atom 5 (C): -0.6512, atom 6 (C): -0.9576, atom 7 (C): 1.0247, atom 8 (C): -1.0119, atom 9 (C): -1.4237, atom 10 (C): 0.6023, atom 11 (C): -0.2752, atom 12 (C): 0.4284, atom 13 (H): 0.4193, atom 14 (H): 0.3838, atom 15 (H): 0.3852, atom 16 (H): 0.3546, atom 17 (H): 0.5087, atom 18 (H): 0.5622, atom 19 (C): -1.4207, atom 20 (C): 1.2082, atom 21 (C): -0.8736, atom 22 (C): 0.9318, atom 23 (N): -0.4052, atom 24 (C): 0.0632, atom 25 (S): -0.3845, atom 26 (N): 0.2165, atom 27 (C): -1.4137, atom 28 (H): 0.4388, atom 29 (H): 0.5074, atom 30 (H): 0.1438, atom 31 (H): 0.3395, atom 32 (H): 0.0795, atom 33 (H): 0.3739, atom 34 (H): 0.2969, atom 35 (H): 0.3869, atom 36 (C): -1.3635, atom 37 (C): 0.5692, atom 38 (C): -1.2914, atom 39 (O): -0.4021, atom 40 (P): 0.1593, atom 41 (S): -0.4735, atom 42 (S): -0.4815, atom 43 (O): -0.3516, atom 44 (C): 0.4562, atom 45 (C): -0.7267, atom 46 (C): -1.0434, atom 47 (H): 0.5256, atom 48 (H): 0.3169, atom 49 (H): 0.2019, atom 50 (H): 0.1801, atom 51 (H): 0.2577, atom 52 (H): 0.4712, atom 53 (H): 0.2163, atom 54 (H): 0.2179, atom 55 (H): -0.2831, atom 56 (H): 0.2527, atom 57 (H): 0.6282, atom 58 (H): -0.1122, atom 59 (H): 0.4376, atom 60 (H): 0.3849, atom 61 (C): -0.8443, atom 62 (N): 0.4125, atom 63 (C): -0.5899, atom 64 (C): -0.7379, atom 65 (C): -0.6470, atom 66 (N): 0.4379, atom 67 (C): -1.0226, atom 68 (C): -0.0706, atom 69 (O): -0.9582, atom 70 (H): 0.3159, atom 71 (H): 0.3501, atom 72 (H): 0.0225, atom 73 (H): 0.3030, atom 74 (H): 0.3677, atom 75 (H): 0.3756, atom 76 (H): 0.3033, atom 77 (H): 0.2604, atom 78 (H): 0.3997, atom 79 (H): 0.3662, atom 80 (H): 0.1342, atom 81 (H): 0.3536